Density functional theory data (ωB97M-V/def2-TZVPD) for an isolated molecule of C20H25FN4O2.

Each line ends with the Mulliken charge.
Positions of all 52 atoms, in Å:
C 3.217 2.170 3.845  -0.7433
C 3.426 0.690 4.155  -0.4948
N 2.181 -0.029 4.130  0.8088
C 1.556 -0.552 3.058  -0.1843
C 0.365 -1.090 3.505  0.2832
C -0.688 -1.799 2.722  -0.8029
N -0.723 -1.351 1.345  -0.0795
C -0.679 -2.200 0.299  -0.2100
O -0.675 -3.406 0.419  -0.7122
C -0.698 -1.497 -1.060  2.6278
C 0.019 -2.326 -2.132  -0.8479
C -0.741 -2.326 -3.464  -0.9958
C -1.420 -1.007 -3.759  0.8355
O -1.330 -0.423 -4.821  -0.6948
N -2.185 -0.560 -2.733  0.2657
C -2.962 0.649 -2.880  -1.0440
C -2.517 1.796 -1.954  -1.1827
C -1.022 1.928 -1.866  0.8036
C -0.230 1.969 -3.008  -0.4864
C 1.148 2.044 -2.910  -0.7465
C 1.769 2.086 -1.673  -0.6782
C 0.971 2.060 -0.547  0.4662
F 1.552 2.085 0.678  -0.2664
C -0.407 1.983 -0.621  -0.3544
C -2.160 -1.272 -1.479  -1.4154
C 0.372 -0.824 4.885  -0.9268
N 1.470 -0.188 5.239  -1.0620
H 2.785 2.294 2.856  0.0420
H 4.168 2.694 3.881  0.3635
H 2.546 2.610 4.578  0.3278
H 3.845 0.571 5.156  0.3141
H 4.104 0.240 3.424  0.3047
H 1.987 -0.514 2.078  0.5193
H -1.666 -1.641 3.194  0.3994
H -0.496 -2.878 2.690  0.4315
H -0.657 -0.357 1.192  0.0979
H -0.222 -0.517 -0.967  -1.0238
H 0.112 -3.353 -1.773  0.3073
H 1.023 -1.928 -2.284  0.3409
H -1.523 -3.089 -3.441  0.3883
H -0.069 -2.560 -4.289  0.4003
H -4.019 0.429 -2.691  0.3767
H -2.850 0.942 -3.926  0.5082
H -2.944 2.722 -2.345  0.4506
H -2.923 1.647 -0.952  0.4172
H -0.688 1.919 -3.982  0.3623
H 1.747 2.063 -3.807  0.4247
H 2.842 2.137 -1.575  0.4664
H -0.988 1.972 0.291  0.4085
H -2.691 -0.687 -0.727  0.4490
H -2.660 -2.245 -1.570  0.2645
H -0.370 -1.080 5.615  0.4964

Output
Energy above the lowest of the compared OMol25 structures with the same formula, charge and spin (kcal/mol): 16.20
SMILES: CCn1cc(CNC(=O)[C@H]2CCC(=O)N(CCc3cccc(F)c3)C2)cn1
Gap between HOMO and LUMO (eV): 9.6
Highest occupied orbital energy (Eh): -0.3306



Density functional theory data (ωB97M-V/def2-TZVPD) for a structure of composition C20H25IN4NiO3 at a distorted geometry.

Each line ends with the Löwdin spin population.
Positions of all 54 atoms, in Å:
C -4.666 2.262 0.402  0.0020
C -4.522 2.693 -1.060  0.0001
H -5.409 1.468 0.499  0.0012
H -5.031 3.100 1.009  0.0000
H -3.701 1.924 0.813  0.0011
H -4.112 1.894 -1.681  -0.0001
H -5.500 2.973 -1.469  0.0000
H -3.907 3.595 -1.143  0.0000
C -1.145 -3.472 1.494  0.0047
C -0.926 -4.821 1.731  0.0022
C -0.376 -5.603 0.719  -0.0016
C -0.050 -5.016 -0.502  0.0024
H -1.500 -2.788 2.259  0.0018
H -1.183 -5.218 2.712  0.0005
H -0.196 -6.663 0.857  -0.0001
H 0.446 -5.560 -1.302  0.0005
N -0.958 -2.933 0.271  0.0626
C -0.377 -3.671 -0.708  0.0049
C -0.030 -2.928 -1.902  0.0036
N -0.307 -1.593 -1.853  0.0401
C 0.130 -0.812 -2.864  0.0052
C 0.987 -2.715 -4.079  -0.0005
C 0.739 -1.346 -3.999  0.0014
H -0.002 0.261 -2.738  0.0010
H 1.026 -0.687 -4.809  0.0002
C 0.638 -3.500 -2.991  0.0010
H 0.862 -4.559 -2.958  0.0002
H 1.428 -3.178 -4.961  0.0000
Ni -1.097 -0.964 -0.113  1.6865
I -2.996 -0.515 1.301  0.0975
C 0.246 3.440 2.412  0.0000
C 1.286 2.347 2.572  0.0002
C 1.918 1.833 1.259  0.0024
C 2.703 2.928 0.461  0.0005
C 1.937 3.997 -0.279  0.0002
C 3.020 0.836 1.654  0.0000
O 3.973 1.115 2.364  0.0000
N 2.918 -0.403 1.068  0.0018
C 1.765 -1.024 0.620  0.0037
O 1.830 -2.227 0.353  -0.0005
N 0.653 -0.205 0.513  0.0556
C 0.834 1.148 0.381  0.0076
O 0.097 1.796 -0.390  0.0096
H 0.727 4.414 2.260  0.0000
H -0.371 3.506 3.317  0.0000
H -0.410 3.233 1.557  0.0000
H 2.101 2.696 3.223  0.0001
H 0.831 1.473 3.063  0.0001
H 3.417 3.385 1.162  0.0001
H 3.303 2.376 -0.281  0.0000
H 1.506 4.735 0.402  0.0000
H 2.632 4.502 -0.960  0.0000
H 1.132 3.531 -0.854  0.0001
H 3.685 -1.059 1.190  0.0002

Output
Energy above the lowest of the compared OMol25 structures with the same formula, charge and spin (kcal/mol): 0.00
Spin multiplicity: 3
Gap between HOMO and LUMO (spin up / spin down) (eV): 7.3 / 7.2
Highest occupied orbital energy (spin up / spin down) (Eh): -0.3051 / -0.3049



Density functional theory data (ωB97M-V/def2-TZVPD) for a cluster of 2 separate species, C20H25N2O2 in total at a distorted geometry.

Each line ends with the Mulliken charge.
Positions of all 49 atoms, in Å:
C -6.046 -0.592 -0.369  -0.4224
C -6.008 -2.126 -0.512  -0.4964
C -4.552 -2.501 -0.818  -0.5410
N -3.795 -1.279 -0.606  0.6461
N -2.503 -1.255 -0.659  -0.6122
C -1.634 -0.319 -0.439  -0.7462
C -4.612 -0.080 -0.541  -0.6867
H -6.682 -0.140 -1.139  0.2826
H -6.422 -0.275 0.609  0.2544
H -6.334 -2.628 0.407  0.2447
H -6.667 -2.462 -1.323  0.2769
H -4.163 -3.313 -0.188  0.3241
H -4.464 -2.848 -1.864  0.2746
H -0.768 -0.644 0.173  0.3696
H -1.826 0.754 -0.700  0.3612
H -4.511 0.510 -1.474  0.2932
H -4.257 0.577 0.272  0.3748
C 3.067 5.983 -0.713  -0.8109
O 2.300 5.247 -1.699  -0.4147
C 2.079 3.922 -1.514  0.8220
C 1.072 3.314 -2.309  -0.7444
C 0.727 2.004 -2.098  -0.5468
C 1.382 1.202 -1.112  0.6450
C 0.983 -0.154 -0.953  -0.8349
C 1.555 -1.060 0.013  0.4424
C 1.685 -2.460 -0.247  -0.5356
C 2.232 -3.319 0.682  -0.6630
C 2.761 -2.814 1.900  0.8776
O 3.424 -3.696 2.685  -0.4222
C 3.988 -3.265 3.939  -0.7810
C 2.555 -1.452 2.229  -0.6674
C 1.977 -0.609 1.294  -0.7537
C 2.468 1.804 -0.410  -0.4542
C 2.793 3.137 -0.573  -0.6532
H 2.955 7.024 -1.021  0.2530
H 2.665 5.845 0.302  0.3668
H 4.129 5.699 -0.733  0.3326
H 0.603 3.906 -3.094  0.4396
H -0.062 1.538 -2.688  0.4186
H 0.387 -0.563 -1.773  0.5510
H 1.360 -2.849 -1.216  0.4205
H 2.326 -4.394 0.513  0.4172
H 4.343 -4.183 4.409  0.2430
H 4.829 -2.581 3.772  0.3492
H 3.230 -2.787 4.571  0.3297
H 2.868 -1.067 3.203  0.3535
H 1.847 0.443 1.559  0.7569
H 3.099 1.228 0.268  0.6992
H 3.618 3.578 -0.012  0.3670

Output
Energy above the lowest of the compared OMol25 structures with the same formula, charge and spin (kcal/mol): 109.04
Charge: +1
Gap between HOMO and LUMO (eV): 5.3
Highest occupied orbital energy (Eh): -0.3730